1.
ORCA calculation (ωB97M-V with the def2-TZVPD basis set) on a 4-piece molecular cluster, C25H58N4O8 overall at a distorted geometry.

LUMO level in eV: 0.56
Kohn-Sham gap in eV: 9.193
Maximum force in Eh/bohr: 0.0249
SMILES string: C=CC[C@H](NCC)OC=O.COCCNCCOC.COCCNCCOC.COCCNCCOC

```
! RIJCOSX wB97M-V def2-TZVPD def2/J DEFGRID3
* xyz 0 1
C -5.395 5.687 0.811
C -5.542 4.774 1.778
C -4.951 3.384 1.706
C -3.492 3.381 2.200
N -2.573 3.368 1.128
C -1.191 3.670 1.496
C -0.985 5.140 1.893
O -3.296 2.286 3.169
C -2.917 2.744 4.386
O -3.517 2.519 5.407
H -4.542 5.721 0.148
H -6.173 6.424 0.661
H -6.063 5.019 2.695
H -5.513 2.735 2.369
H -5.011 3.036 0.683
H -3.351 4.312 2.748
H -2.641 2.520 0.583
H -0.577 3.465 0.625
H -0.854 2.967 2.262
H -0.867 5.218 2.970
H -1.873 5.696 1.608
H -0.112 5.535 1.390
H -1.978 3.320 4.390
C 5.655 2.797 -1.539
O 5.172 1.718 -2.313
C 5.488 0.432 -1.791
C 4.254 -0.269 -1.265
N 3.755 0.367 -0.052
C 2.433 -0.094 0.375
C 1.255 0.145 -0.560
O 0.891 1.505 -0.715
C 1.628 2.233 -1.680
H 5.519 3.706 -2.124
H 5.105 2.908 -0.598
H 6.721 2.683 -1.321
H 6.263 0.497 -1.021
H 5.891 -0.155 -2.621
H 4.505 -1.310 -1.042
H 3.508 -0.265 -2.071
H 3.715 1.367 -0.199
H 2.209 0.405 1.316
H 2.491 -1.163 0.592
H 0.388 -0.337 -0.104
H 1.391 -0.332 -1.539
H 1.939 1.605 -2.518
H 2.503 2.714 -1.235
H 0.981 3.025 -2.060
C -0.434 -1.233 -8.212
O -0.767 -0.621 -6.981
C -2.012 -1.037 -6.435
C -1.815 -1.880 -5.193
N -1.246 -3.182 -5.517
C -0.797 -3.953 -4.361
C 0.328 -3.379 -3.504
O 1.588 -3.322 -4.144
C 1.809 -2.183 -4.955
H 0.429 -0.706 -8.615
H -0.167 -2.288 -8.088
H -1.255 -1.151 -8.930
H -2.614 -1.567 -7.179
H -2.553 -0.130 -6.153
H -2.783 -2.028 -4.706
H -1.174 -1.308 -4.508
H -0.461 -3.051 -6.141
H -0.459 -4.921 -4.737
H -1.661 -4.147 -3.718
H 0.460 -4.058 -2.657
H 0.071 -2.403 -3.075
H 1.296 -1.299 -4.568
H 1.502 -2.362 -5.989
H 2.882 -1.987 -4.962
C 1.299 -3.187 7.139
O 0.828 -4.050 6.123
C -0.585 -4.206 6.092
C -1.187 -3.540 4.872
N -1.104 -2.089 4.966
C -1.434 -1.380 3.732
C -0.554 -1.615 2.508
O 0.765 -1.109 2.624
C 1.683 -1.961 3.286
H 2.382 -3.294 7.182
H 1.064 -2.138 6.929
H 0.885 -3.459 8.114
H -1.046 -3.833 7.011
H -0.785 -5.280 6.031
H -2.238 -3.832 4.790
H -0.656 -3.930 3.993
H -0.167 -1.830 5.244
H -1.399 -0.312 3.960
H -2.470 -1.612 3.466
H -1.009 -1.062 1.681
H -0.533 -2.667 2.199
H 1.460 -3.016 3.114
H 1.711 -1.761 4.360
H 2.677 -1.744 2.891
*
```

Atom charges from the Mulliken analysis, given in e for atoms 1 to 4: atom 1 (C): -0.711, atom 2 (C): -0.392, atom 3 (C): -0.818, atom 4 (C): -0.220

=====

2.
ORCA calculation (ωB97M-V with the def2-TZVPD basis set) on a 4-piece molecular cluster, C25H59BNO20P2S2 overall.

Energy above the lowest of the compared OMol25 structures with the same formula, charge and spin in eV: 0.000
LUMO level in eV: 1.65
Kohn-Sham gap in eV: 5.869
Maximum force in Eh/bohr: 0.0156

```
! RIJCOSX wB97M-V def2-TZVPD def2/J DEFGRID3
* xyz -1 1
C 9.009 -2.688 7.109
S 7.604 -3.518 6.344
O 7.833 -4.949 6.535
O 7.539 -3.071 4.958
B 5.982 -2.971 7.268
P 4.750 -4.548 7.083
O 4.206 -4.388 5.508
O 3.404 -4.033 7.963
O 5.634 -1.658 6.746
C 5.031 -0.863 7.732
C 5.401 0.620 7.539
C 5.427 1.134 6.094
O 6.330 0.536 5.173
C 7.601 0.376 5.589
O 8.510 0.996 5.136
C 3.481 -1.005 7.553
O 3.207 -1.226 6.173
O 2.074 -2.125 6.136
C 5.582 -1.519 9.074
S 4.423 -1.712 10.500
P 7.085 -0.649 9.785
N 7.321 -1.626 11.179
O 6.477 0.674 10.568
O 6.171 -2.740 8.714
H 9.500 -2.099 6.331
H 9.691 -3.480 7.423
H 8.686 -2.069 7.947
H 3.791 -5.231 5.288
H 2.729 -3.721 7.340
H 4.611 1.211 8.021
H 6.328 0.898 8.047
H 5.643 2.210 6.138
H 4.433 1.029 5.652
H 7.731 -0.398 6.353
H 2.953 -0.100 7.884
H 3.103 -1.861 8.096
H 2.173 -2.482 5.238
H 3.245 -1.867 9.894
H 7.702 -1.057 11.926
H 7.921 -2.417 10.980
H 5.521 0.748 10.438
C -2.255 -2.662 0.456
O -1.041 -1.978 0.637
C -0.575 -1.386 -0.564
C 0.441 -0.305 -0.278
O -0.128 0.931 0.127
C -0.595 1.010 1.466
C 0.506 1.139 2.495
O 1.087 -0.119 2.764
C 2.358 0.000 3.375
H -2.154 -3.472 -0.278
H -2.539 -3.089 1.416
H -3.048 -1.980 0.123
H -1.414 -0.952 -1.124
H -0.107 -2.164 -1.182
H 0.953 -0.085 -1.218
H 1.187 -0.654 0.440
H -1.249 0.170 1.708
H -1.190 1.926 1.502
H 0.079 1.545 3.424
H 1.266 1.839 2.124
H 3.061 0.522 2.715
H 2.737 -1.001 3.559
H 2.291 0.528 4.331
C -2.975 2.389 -5.181
O -2.467 1.170 -5.668
C -1.226 0.821 -5.083
C -0.950 -0.652 -5.277
O -1.646 -1.491 -4.370
C -3.032 -1.685 -4.593
C -3.353 -2.605 -5.749
O -3.260 -1.917 -6.984
C -3.133 -2.796 -8.076
H -2.297 3.223 -5.395
H -3.923 2.571 -5.685
H -3.156 2.341 -4.101
H -1.232 1.050 -4.010
H -0.426 1.402 -5.563
H 0.107 -0.819 -5.059
H -1.131 -0.946 -6.313
H -3.556 -0.732 -4.704
H -3.395 -2.165 -3.681
H -4.379 -2.982 -5.629
H -2.662 -3.456 -5.734
H -2.220 -3.398 -7.995
H -3.077 -2.192 -8.979
H -3.996 -3.469 -8.151
C -6.391 1.070 -7.910
O -7.206 2.217 -8.028
C -6.777 3.258 -7.170
C -7.332 4.592 -7.613
O -6.633 5.174 -8.702
C -6.878 4.630 -9.988
C -8.202 5.043 -10.590
O -9.262 4.267 -10.061
C -10.517 4.872 -10.257
H -6.409 0.669 -6.890
H -6.784 0.317 -8.591
H -5.353 1.290 -8.184
H -5.681 3.306 -7.164
H -7.129 3.042 -6.151
H -7.199 5.293 -6.787
H -8.402 4.513 -7.822
H -6.779 3.543 -9.987
H -6.089 5.042 -10.621
H -8.160 4.895 -11.678
H -8.373 6.108 -10.386
H -10.571 5.843 -9.750
H -11.270 4.211 -9.833
H -10.731 5.016 -11.323
*
```

Atom charges from the Mulliken analysis, given in e for atoms 1 to 4: atom 1 (C): -0.869, atom 2 (S): 1.436, atom 3 (O): -0.793, atom 4 (O): -0.764